a) Molecular formula: C3H7N4S
Method: DFT, ωB97M-V/def2-TZVPD

The charge is +1. Its HOMO-LUMO gap is 8.83 eV.

Cartesian coordinates (Å):
C  0.22510  0.30596  -0.11069
C  -3.17016  -1.01201  0.42042
C  2.55998  1.93895  -0.15276
N  1.73047  -1.97492  -0.43186
N  2.29550  -2.88388  -0.19367
N  -1.70815  -0.87622  0.41699
N  -0.99435  -0.02311  0.09784
S  1.09322  1.39130  0.89582
H  0.31633  0.00626  -1.18233
H  -3.31199  -1.36597  1.40051
H  -3.61758  -1.80139  -0.22317
H  -3.68118  -0.12867  0.08081
H  2.59698  3.04228  0.06020
H  2.20025  1.98293  -1.18923
H  3.46557  1.39847  0.11113

b) Molecular formula: C3H7N4S
Method: DFT, ωB97M-V/def2-TZVPD

The charge is +1. Its HOMO-LUMO gap (spin up / spin down) is 6.44 / 6.43 eV.

Cartesian coordinates (Å):
C  -2.20795  -0.44300  0.03102
C  0.99824  -1.39098  0.17464
C  1.40302  -0.07200  -0.70738
N  -1.19907  -1.00963  -0.01247
N  -0.27701  -1.78236  -0.15787
N  0.35550  0.82851  -0.71442
N  0.45692  1.76046  0.13557
S  -3.52197  0.52155  -0.15280
H  1.67252  -2.13522  -0.30680
H  1.21276  -1.05804  1.26651
H  2.35520  0.10776  -0.25583
H  1.53922  -0.46404  -1.61006
H  -3.46666  1.00762  1.15024
H  1.01479  1.73040  1.10455
H  -0.33550  2.39898  0.05509

The most stable arrangement is a), and the next structure is 331.2 kJ/mol less stable.

a) Molecular formula: C10H15N2
Method: DFT, ωB97M-V/def2-TZVPD

The charge is +1. Its HOMO-LUMO gap (spin up / spin down) is 7.57 / 7.06 eV.

Cartesian coordinates (Å):
C  -1.45956  -0.27319  -2.70112
C  -0.70645  -0.15700  -1.34933
C  -1.18618  0.46053  -0.25440
C  -0.51487  0.38399  0.93518
C  -0.90331  1.40356  2.25856
C  -0.77215  1.64358  3.70720
C  -2.08230  1.88959  2.89222
N  0.69908  -0.25307  0.93979
C  1.29561  -0.75286  -0.14890
C  2.70627  -1.44932  -0.11698
N  0.66006  -0.64943  -1.33459
C  1.28972  -0.91133  -2.59939
H  -1.80353  0.69485  -2.89187
H  -2.25636  -0.98595  -2.40479
H  -0.81927  -0.64411  -3.40943
H  -2.13488  0.99506  -0.48061
H  -0.82453  0.63919  4.28945
H  -0.07291  2.24003  4.22235
H  -2.26367  3.04788  2.58674
H  -2.87927  1.28658  3.21514
H  0.95588  -0.48945  1.92623
H  3.06045  -1.36513  0.86085
H  3.27727  -1.12664  -0.94841
H  2.32230  -2.47438  -0.37011
H  0.62358  -0.99905  -3.49808
H  2.06893  -0.27276  -2.90833
H  1.72010  -1.88118  -2.41740

b) Molecular formula: C10H15N2
Method: DFT, ωB97M-V/def2-TZVPD

The charge is +1. Its HOMO-LUMO gap is 8.88 eV.

Cartesian coordinates (Å):
H  1.08040  -3.17097  -1.43700
N  0.13008  -2.81704  -1.19727
C  0.17925  -2.57085  0.09176
C  1.54656  -2.82617  0.92691
C  -1.13074  -1.96104  0.84151
N  -1.32718  -0.58504  0.23076
C  -2.64022  -0.19943  -0.22859
C  -2.86435  1.19491  -0.89741
C  -1.65312  2.14814  -1.04800
C  -0.25205  1.72805  -0.50815
C  1.03655  2.67232  -0.63644
C  2.19146  2.32894  0.45807
C  -0.17260  0.30228  0.13731
H  2.01270  -3.84429  0.70850
H  2.29069  -2.03340  0.52541
H  1.36984  -2.60939  2.03229
H  -1.00590  -1.92603  1.97414
H  -2.03077  -2.61800  0.53489
H  -3.54831  -0.88053  -0.14067
H  -3.88210  1.53741  -1.29132
H  -1.71919  3.18203  -1.53814
H  0.65706  3.75612  -0.52555
H  1.51804  2.53856  -1.66356
H  1.73228  1.85241  1.40631
H  2.75290  3.28983  0.69993
H  2.86557  1.50598  0.01086
H  0.86314  0.00520  0.53345

c) Molecular formula: C10H15N2
Method: DFT, ωB97M-V/def2-TZVPD

The charge is +1. Its HOMO-LUMO gap (spin up / spin down) is 7.96 / 6.51 eV.

Cartesian coordinates (Å):
C  1.10333  -0.40936  -0.52115
C  1.14147  0.74070  0.05959
C  -0.02284  1.22406  0.96838
C  -1.67209  -0.79304  0.10002
C  -1.22887  1.50678  0.23057
C  0.21699  1.38307  2.25840
C  -1.99415  -1.83462  0.79334
C  -1.57737  2.87580  -0.22947
C  1.00828  -2.89985  -0.91451
C  1.42342  -1.50518  -1.39384
N  -1.92580  0.45631  -0.21769
N  2.11336  1.71930  -0.03802
H  -0.55552  1.71314  2.93064
H  1.17497  1.16909  2.69963
H  -2.84453  -1.82026  1.47082
H  -1.46561  -2.76849  0.75441
H  -2.59665  3.13413  0.05920
H  -1.51010  2.95915  -1.31581
H  -0.90043  3.60073  0.21191
H  1.53398  -3.65367  -1.49212
H  -0.05786  -3.03464  -1.07311
H  1.23805  -3.04286  0.13819
H  1.01738  -1.34014  -2.39641
H  2.52191  -1.48317  -1.46935
H  -2.62997  0.62082  -0.94013
H  2.99694  1.41557  -0.41746
H  2.19837  2.34983  0.74460

The most stable arrangement is b), and the next structure is 80.3 kJ/mol less stable.

a) Molecular formula: C2H9NS
Method: DFT, ωB97M-V/def2-TZVPD

The charge is 0. Its HOMO-LUMO gap is 9.97 eV.

Cartesian coordinates (Å):
C  0.99670  -0.33467  1.05519
C  0.27180  -1.09259  -0.04961
N  -0.05144  -0.19128  -1.15848
H  1.31740  -1.01435  1.84063
H  1.88663  0.16582  0.67593
H  0.36380  0.42977  1.49613
H  0.86218  -1.95516  -0.35590
H  -0.66482  -1.46770  0.35871
H  -0.46179  -0.68767  -1.94059
H  0.79293  0.27001  -1.47597
S  -2.33483  1.75621  -0.05275
H  -1.80339  2.97717  0.06971
H  -1.17517  1.14445  -0.46301

b) Molecular formula: C2H9NS
Method: DFT, ωB97M-V/def2-TZVPD

The charge is 0. Its HOMO-LUMO gap is 9.58 eV.

Cartesian coordinates (Å):
C  0.56468  -0.89723  -0.86623
S  0.18403  0.74492  -0.19252
C  1.57413  1.71195  -0.85084
H  -0.32336  -1.50872  -0.89594
H  1.01472  -0.80399  -1.84098
H  1.29008  -1.37054  -0.20582
H  1.15656  2.68641  -1.11701
H  1.90377  1.24160  -1.76796
H  2.33541  1.90033  -0.09555
N  -2.38965  -1.91530  1.95452
H  -2.18284  -1.23217  2.67475
H  -1.98176  -1.68086  1.07175
H  -3.37426  -2.12167  1.99729

The most stable arrangement is a), and the next structure is 12.0 kJ/mol less stable.

a) Molecular formula: C2H9NS
Method: DFT, ωB97M-V/def2-TZVPD

The charge is 0. Its HOMO-LUMO gap is 9.80 eV.

Cartesian coordinates (Å):
H  2.20898  0.73125  3.17508
H  2.27465  -0.00748  2.97786
C  1.26481  -0.78630  0.14143
C  0.02425  -1.36296  0.90225
S  -0.26621  -0.68545  -0.89736
H  1.69134  0.16878  0.32325
H  1.94629  -1.63609  0.06444
H  -0.49897  -0.73193  1.62272
H  -0.26164  -2.50560  0.93666
N  -1.02712  2.85694  0.00006
H  -0.96215  1.85514  0.16749
H  -0.64735  3.12942  -0.90970
H  -2.03638  2.86066  -0.26247

b) Molecular formula: C2H9NS
Method: DFT, ωB97M-V/def2-TZVPD

The charge is 0. Its HOMO-LUMO gap is 9.54 eV.

Cartesian coordinates (Å):
C  -0.01060  1.05570  0.42630
N  -0.70674  0.42464  -0.68773
C  -1.48406  -0.73369  -0.26714
H  0.75420  1.75730  0.07747
H  -0.74248  1.71946  0.90625
H  0.47341  0.43458  1.18541
H  -0.14161  0.21861  -1.50301
H  -0.85404  -1.45943  0.26692
H  -1.92113  -1.22706  -1.13478
H  -2.29230  -0.42771  0.40061
S  2.66607  -0.40785  -0.02040
H  1.17261  -0.01953  -0.49527
H  3.08667  -1.33502  0.84537

The most stable arrangement is a), and the next structure is 26.6 kJ/mol less stable.

a) Molecular formula: C2H9NS
Method: DFT, ωB97M-V/def2-TZVPD

The charge is 0. Its HOMO-LUMO gap is 9.98 eV.

Cartesian coordinates (Å):
H  1.87026  -2.57690  -1.92709
H  2.19790  -3.17487  -1.60641
C  -1.27781  -1.20309  -0.01635
C  -0.70140  -0.24457  0.94698
S  -2.13238  0.38757  0.00173
H  -0.67980  -1.35154  -0.90053
H  -1.71514  -2.10227  0.38058
H  0.37113  -0.07972  0.90472
H  -0.99683  -0.22580  1.99894
N  0.88771  2.77889  0.26326
H  1.07198  3.20621  -0.63014
H  -0.11129  2.75917  0.37854
H  1.21568  1.82693  0.20575

b) Molecular formula: C2H9NS
Method: DFT, ωB97M-V/def2-TZVPD

The charge is 0. Its HOMO-LUMO gap is 9.59 eV.

Cartesian coordinates (Å):
C  1.21951  0.11781  -1.41491
N  0.67700  -0.75099  -0.35759
C  0.78967  -2.18777  -0.49932
H  2.41213  -0.06184  -1.56777
H  1.33694  1.21697  -1.14876
H  0.46055  -0.02676  -2.21699
H  1.12761  -0.59903  0.54217
H  1.83253  -2.47145  -0.54420
H  0.24560  -2.56095  0.41987
H  0.39391  -2.49655  -1.45262
S  -1.35752  1.47118  1.10305
H  -1.42483  0.65343  2.14416
H  -1.45812  0.48410  0.16385

The most stable arrangement is b), and the next structure is 52.1 kJ/mol less stable.